1.
Computed, not measured: 10 unconnected molecules or ions with the total composition C4H25N2O9 at a distorted geometry, with ωB97M-V with the def2-TZVPD basis set.

Summary:
LUMO energy ... -2.598 eV
Energy above the lowest of the compared OMol25 structures with the same formula, charge and spin ... 140.9 kJ/mol
Charge ... +1
HOMO level ... -0.4666 Eh
Gap between HOMO and LUMO ... 10.10 eV

Cartesian coordinates (Å):
C  1.1111  1.5747  2.0469
C  0.9150  1.1533  0.6568
C  1.8543  0.9086  -0.3085
N  1.1467  0.6798  -1.4634
C  -0.1622  0.7686  -1.2594
N  -0.2933  1.0085  0.0449
H  0.9195  0.8114  2.8071
H  0.3962  2.3130  2.4303
H  2.1139  1.8600  2.3680
H  2.9014  1.1469  -0.3117
H  1.5027  0.5744  -2.3899
H  -1.0033  0.7332  -1.9485
H  -1.1637  1.3773  0.4290
H  0.1936  -2.9541  2.2153
H  0.8191  -1.6385  1.6812
O  0.3919  -2.0448  2.4435
H  -0.9630  -1.0145  4.6528
H  -0.8448  -1.0264  3.1924
O  -1.4046  -0.6166  3.8926
H  -2.8041  3.3338  0.9323
H  -2.6719  2.0496  1.9406
O  -2.2413  2.6838  1.3443
H  0.7610  -2.3525  -2.6460
H  -0.7280  -3.2209  -2.4764
O  0.2115  -3.1291  -2.5808
H  -3.2554  -0.3807  2.3633
H  -4.3915  0.5158  2.0683
O  -3.4940  0.3445  1.7633
H  1.9011  -3.8445  -0.1380
H  1.8560  -2.4548  -0.8613
O  2.1733  -2.9272  -0.0824
H  1.8850  3.8761  -2.3267
H  2.1172  2.6064  -3.1963
O  1.9160  2.9155  -2.3082
H  -3.6586  -0.0589  -1.9170
H  -3.2727  -0.5487  -3.3218
O  -2.9082  -0.2342  -2.4934
H  2.7082  -1.8144  -3.1866
H  3.0773  -1.5415  -1.6936
O  2.3888  -1.4329  -2.3630


2.
Computed, not measured: 8 unconnected molecules or ions with the total composition C4H25N2O9 at a distorted geometry, with ωB97M-V with the def2-TZVPD basis set.

Summary:
<S²> ... 0.76
LUMO energy (alpha / beta) ... -5.816 / -12.128 eV
Energy above the lowest of the compared OMol25 structures with the same formula, charge and spin ... 208.2 kJ/mol
2S+1 ... 2
Charge ... +2
HOMO level (alpha / beta) ... -0.6529 / -0.6460 Eh
Gap between HOMO and LUMO (alpha / beta) ... 11.95 / 5.45 eV

Cartesian coordinates (Å):
N  -0.2984  0.9718  2.2995
C  0.6656  0.2469  1.3554
C  0.9464  -1.1649  2.0088
C  1.4710  -2.0809  0.8478
O  -0.2594  -1.7413  2.2987
C  1.9196  1.1985  1.2289
N  2.6510  1.0359  0.1121
O  1.9551  2.0389  2.0920
H  -0.5065  1.9185  1.8861
H  0.1810  1.0644  3.1938
H  -1.2088  0.5198  2.1904
H  0.0946  0.0914  0.4338
H  1.4548  -1.1452  2.9789
H  1.9082  -1.6257  -0.0495
H  0.7703  -2.7685  0.3982
H  2.2026  -2.7906  1.2568
H  -1.0423  -1.7581  1.6497
H  2.4418  0.2398  -0.4758
H  3.5165  1.5460  -0.0142
H  2.4932  -1.6667  -2.6167
H  1.1648  -1.0704  -2.3086
O  2.0226  -1.2524  -1.8692
H  -0.2651  0.4356  -4.1899
H  -0.1581  0.4499  -2.6070
O  -0.5367  -0.0035  -3.3815
H  0.4661  2.4675  -2.1548
H  -1.1223  2.7372  -2.3974
O  -0.4328  2.3171  -1.8749
H  -2.6194  -3.1691  1.1996
H  -2.3922  -2.4859  -0.0817
O  -2.3991  -2.2851  0.8760
H  -1.8194  -0.9231  -2.4109
H  -2.0515  -2.4860  -2.3258
O  -2.2541  -1.6339  -1.9131
H  -0.9832  2.9731  -0.0478
H  0.3691  3.6134  0.5875
O  -0.5585  3.4161  0.6958
H  -2.6295  0.1404  0.2369
H  -2.9463  1.6260  0.4391
O  -2.2106  1.0030  0.4533


3.
Computed, not measured: 10 unconnected molecules or ions with the total composition C4H25NO12 at a distorted geometry, with ωB97M-V with the def2-TZVPD basis set.

Summary:
LUMO energy ... 5.237 eV
Energy above the lowest of the compared OMol25 structures with the same formula, charge and spin ... 578.6 kJ/mol
Charge ... -2
HOMO level ... -0.1209 Eh
Gap between HOMO and LUMO ... 8.53 eV

Cartesian coordinates (Å):
O  2.8517  1.1553  0.4559
C  1.6481  1.2262  0.6389
O  1.1480  1.2737  1.7825
C  0.8008  0.8603  -0.4858
C  0.7501  -0.7071  -0.5494
C  2.0728  -1.4763  -0.9184
O  1.6949  -2.8442  -1.2354
N  1.1566  1.4144  -1.8628
H  -0.2598  1.1933  -0.2561
H  -0.1336  -0.9951  -1.2191
H  0.4021  -1.1169  0.4966
H  2.5337  -1.2959  -1.8468
H  3.0068  -1.6905  -0.2934
H  2.1571  1.1308  -2.2133
H  1.3115  2.4276  -1.5352
H  2.0204  0.7999  3.2216
H  3.5156  0.8087  3.3055
O  2.7890  0.6484  3.8817
H  -2.2185  0.8282  0.9008
H  -1.4682  1.3187  2.1731
O  -2.1678  1.4117  1.5282
H  -2.0803  -3.3243  -0.0435
H  -4.1284  0.0464  1.8522
O  -4.5575  0.3525  0.9961
H  4.7463  -0.1390  -1.2686
H  3.3807  0.2491  -1.1728
O  4.0998  0.1142  -1.8602
H  0.4623  2.9316  3.7100
H  0.4519  1.4401  3.2817
O  0.1579  2.0271  4.0131
H  -3.7264  -1.9461  -1.3279
H  -4.7973  -1.4168  -0.4594
O  -4.4363  -2.1435  -0.7304
H  -2.2468  0.0915  -1.1976
H  -3.9369  0.1862  0.1361
O  -2.4611  -0.2667  -0.3595
H  -1.7428  -1.7844  -0.1180
H  0.8024  -3.0195  -0.8665
O  -1.4574  -2.7902  -0.1826
H  -0.7307  0.2646  -3.2847
H  -0.6335  1.7243  -3.1662
O  -0.7772  1.0318  -3.9206


4.
Computed, not measured: 9 unconnected molecules or ions with the total composition C4H25NO8 at a distorted geometry, with ωB97M-V with the def2-TZVPD basis set.

Summary:
<S²> ... 0.76
LUMO energy (alpha / beta) ... -5.486 / -9.048 eV
Energy above the lowest of the compared OMol25 structures with the same formula, charge and spin ... 467.4 kJ/mol
2S+1 ... 2
Charge ... +1
HOMO level (alpha / beta) ... -0.5315 / -0.5313 Eh
Gap between HOMO and LUMO (alpha / beta) ... 8.98 / 5.41 eV

Cartesian coordinates (Å):
C  -2.2790  1.4701  -2.3667
C  -1.7509  0.7633  -1.0694
C  -0.1937  0.6349  -0.7164
C  1.0114  -0.0399  1.2844
N  -0.1132  -0.0788  0.5999
H  -3.2742  1.1878  -2.5137
H  -2.0636  2.5852  -2.3117
H  -1.8119  1.2261  -3.3001
H  -2.2418  -0.2514  -0.7067
H  -2.3461  1.3869  -0.2892
H  0.3183  1.5791  -0.7225
H  0.2189  -0.0561  -1.4517
H  1.7877  0.6529  0.9594
H  1.2718  -0.7702  2.0124
H  4.6002  -0.0607  1.8678
H  4.2864  -0.4958  0.4580
O  4.2920  -0.7541  1.4003
H  -0.2322  1.8319  2.2453
H  -0.4508  3.1814  2.7866
O  0.0801  2.7294  2.2394
H  -2.7104  -1.5546  2.9756
H  -1.4171  -1.4917  2.1584
O  -2.2894  -1.9008  2.1564
H  1.6512  0.3880  -3.0279
H  2.8269  0.8592  -2.1365
O  2.5828  0.7160  -3.1083
H  -3.0192  1.8464  2.0800
H  -2.2360  2.1279  0.9966
O  -2.5935  2.5789  1.6727
H  2.4721  -2.9415  1.6949
H  1.2023  -3.2936  0.5918
O  2.0373  -2.8244  0.7287
H  3.0245  -1.1737  -0.8756
H  3.5182  -0.5808  -2.3424
O  3.6352  -0.6409  -1.3135
H  -2.7448  -3.4787  -1.1298
H  -3.9863  -2.7956  -0.6822
O  -3.0632  -2.5621  -0.8445


5.
Computed, not measured: 10 unconnected molecules or ions with the total composition C4H26N2O11 at a distorted geometry, with ωB97M-V with the def2-TZVPD basis set.

Summary:
Structure (SMILES) ... CCC(=O)NC(N)=O.O.O.O.O.O.O.O.O.O
LUMO energy ... 0.246 eV
Energy above the lowest of the compared OMol25 structures with the same formula, charge and spin ... 5.7 kJ/mol
Charge ... 0
HOMO level ... -0.3530 Eh
Gap between HOMO and LUMO ... 9.85 eV

Cartesian coordinates (Å):
C  1.3226  1.5652  1.0663
C  -0.0716  0.9688  1.2926
C  0.0096  -0.5253  1.0683
O  0.4695  -1.2604  1.9153
N  -0.4642  -1.0500  -0.1264
C  -0.8196  -2.4405  -0.1809
N  -1.7057  -2.7439  -1.1702
O  -0.3130  -3.3015  0.4966
H  1.6652  1.3474  0.0533
H  1.2301  2.6549  1.0268
H  2.0005  1.2696  1.8562
H  -0.9389  1.3696  0.7522
H  -0.5083  1.0943  2.2806
H  -0.8373  -0.4584  -0.8595
H  -1.9039  -2.1111  -1.9308
H  -1.8850  -3.7263  -1.2546
O  2.5910  -2.1311  -0.7485
H  2.7540  -3.0801  -0.6356
H  3.0390  -1.7429  0.0169
O  -1.4271  -2.2587  3.6061
H  -0.5257  -2.1611  3.9274
H  -1.3376  -2.9687  2.9567
O  -0.9862  3.9350  -0.0044
H  -0.3357  4.6462  -0.0204
H  -0.7824  3.2680  0.6608
O  -2.2084  2.8228  -3.0478
H  -2.6983  3.4362  -2.4961
H  -1.3177  2.6999  -2.7033
O  -2.5567  0.0991  2.3920
H  -2.5995  -0.7441  2.8679
H  -2.7812  0.7580  3.0569
O  3.1850  -1.4066  2.0601
H  3.4436  -1.6105  2.9658
H  2.2357  -1.6614  2.0867
O  1.4804  -0.4501  -2.8512
H  2.0153  -1.2097  -3.1079
H  1.3920  -0.5700  -1.8941
O  1.1650  3.2201  -1.9737
H  0.5510  2.7197  -1.4238
H  1.4239  2.6115  -2.6765
O  -1.2283  -0.5464  -3.0569
H  -1.4801  0.3735  -3.1620
H  -0.2605  -0.7012  -3.0807


6.
Computed, not measured: 9 unconnected molecules or ions with the total composition C4H26N2O9 at a distorted geometry, with ωB97M-V with the def2-TZVPD basis set.

Summary:
Structure (SMILES) ... CNCC(=O)NC.O.O.O.O.O.O.O.O
LUMO energy ... 0.300 eV
Energy above the lowest of the compared OMol25 structures with the same formula, charge and spin ... 215.2 kJ/mol
Charge ... 0
HOMO level ... -0.3334 Eh
Gap between HOMO and LUMO ... 9.37 eV

Cartesian coordinates (Å):
C  3.2954  -0.5928  0.4709
N  2.5496  0.6852  0.4529
C  1.4730  0.8742  1.4216
C  0.1452  0.1736  1.0918
O  0.1285  -0.8178  0.3440
N  -0.9822  0.8266  1.3574
C  -1.2434  1.7308  2.4478
H  3.5127  -0.9625  -0.5190
H  2.8761  -1.3815  1.0746
H  4.1496  -0.3073  1.0963
H  2.3513  0.9935  -0.4859
H  1.9162  0.7911  2.4151
H  1.3244  1.9590  1.3403
H  -1.8094  0.4805  0.8523
H  -2.0912  2.3453  2.1630
H  -1.4531  1.2490  3.4155
H  -0.3526  2.2637  2.7953
O  0.9781  -1.4116  -1.8864
H  1.5595  -2.1743  -1.7957
H  1.2062  -0.8110  -1.1452
O  -2.8242  1.6527  -1.7091
H  -2.2115  0.9668  -1.9827
H  -2.3056  2.3931  -1.3653
O  0.2545  1.1272  -2.6094
H  0.4628  0.2392  -2.2991
H  0.5079  1.2194  -3.5290
O  -1.7269  -1.9368  -1.9443
H  -0.7518  -1.8631  -1.9262
H  -2.0741  -1.3327  -2.6023
O  1.2531  -3.3412  -0.2669
H  1.7470  -3.9695  0.2597
H  0.5361  -2.9038  0.2058
O  1.3177  -1.9189  3.1598
H  2.1159  -1.9262  2.6223
H  0.6818  -2.2030  2.5023
O  -0.6190  3.3472  -1.1772
H  -0.1134  3.6990  -0.4410
H  -0.1350  2.5780  -1.5189
O  -3.4825  0.1399  0.4614
H  -3.6579  -0.6953  0.0247
H  -3.5602  0.9198  -0.1212


Which formula does entry 4 have? C4H25NO8


Which formula does entry 2 have? C4H25N2O9


The highest energy above the lowest of the compared OMol25 structures with the same formula, charge and spin belongs to which entry? C4H25NO12